No. 1
C56H64O17 | ωB97M-V/def2-TZVPD

Cartesian coordinates (Å):
O (-4.206, -5.976, 0.746)
C (-3.422, -5.337, 1.354)
C (-2.041, -5.865, 1.464)
C (-1.019, -5.170, 1.913)
C (-1.282, -3.800, 2.422)
O (-0.376, -3.089, 2.846)
C (-2.700, -3.291, 2.420)
C (-3.722, -4.009, 1.955)
H (-1.931, -6.853, 1.028)
H (-0.022, -5.564, 1.843)
H (-2.908, -2.316, 2.831)
H (-4.748, -3.611, 1.801)
O (-6.366, -1.819, 0.736)
C (-5.599, -2.117, -0.154)
C (-5.691, -3.434, -0.848)
C (-4.775, -3.749, -1.751)
C (-3.760, -2.752, -2.186)
O (-2.999, -2.910, -3.133)
C (-3.697, -1.481, -1.442)
C (-4.572, -1.146, -0.521)
H (-6.457, -4.095, -0.435)
H (-4.750, -4.705, -2.316)
H (-2.998, -0.843, -1.908)
H (-4.688, -0.195, -0.088)
O (-0.063, 4.526, -2.615)
C (-0.957, 3.748, -2.328)
C (-0.658, 2.559, -1.571)
C (-1.625, 1.948, -0.880)
C (-3.042, 2.207, -1.166)
O (-3.925, 1.902, -0.452)
C (-3.340, 3.103, -2.325)
C (-2.337, 3.842, -2.887)
H (0.413, 2.266, -1.638)
H (-1.462, 1.065, -0.327)
H (-4.409, 3.196, -2.523)
H (-2.612, 4.559, -3.604)
O (-2.271, 0.527, -3.896)
C (-1.793, -0.051, -4.902)
C (-2.066, 0.315, -6.383)
C (-1.480, -0.267, -7.453)
C (-0.597, -1.428, -7.272)
O (-0.055, -1.980, -8.190)
C (-0.281, -1.775, -5.811)
C (-0.823, -1.207, -4.711)
H (-2.694, 1.190, -6.564)
H (-1.726, 0.168, -8.433)
H (0.334, -2.686, -5.706)
H (-0.748, -1.463, -3.673)
O (2.064, -4.413, 2.565)
C (2.338, -4.088, 3.707)
C (3.092, -2.868, 3.942)
C (3.420, -2.523, 5.182)
C (2.947, -3.333, 6.406)
O (3.404, -3.100, 7.483)
C (2.025, -4.472, 6.130)
C (1.852, -4.893, 4.880)
H (3.338, -2.237, 3.085)
H (4.058, -1.643, 5.414)
H (1.649, -5.046, 6.957)
H (1.332, -5.774, 4.598)
O (2.361, 2.590, 0.547)
C (2.112, 3.574, 1.197)
C (2.224, 3.571, 2.706)
C (1.934, 4.649, 3.455)
C (1.390, 5.871, 2.809)
O (1.131, 6.900, 3.433)
C (1.255, 5.890, 1.332)
C (1.579, 4.826, 0.591)
H (2.600, 2.624, 3.128)
H (2.112, 4.707, 4.545)
H (0.913, 6.855, 0.974)
H (1.457, 4.785, -0.459)
C (-2.756, 5.403, 1.173)
C (-2.597, 5.610, 2.618)
C (-2.769, 7.151, 2.779)
O (-3.743, 7.450, 1.796)
C (-3.359, 6.712, 0.583)
H (-3.346, 4.487, 1.025)
H (-1.815, 5.141, 0.698)
H (-1.606, 5.315, 2.955)
H (-3.317, 5.048, 3.244)
H (-1.878, 7.723, 2.663)
H (-3.252, 7.430, 3.806)
H (-2.673, 7.278, 0.048)
H (-4.271, 6.560, 0.057)
C (5.221, -1.129, -0.581)
C (4.947, -2.278, 0.406)
C (5.248, -3.551, -0.333)
O (4.902, -3.160, -1.702)
C (5.466, -1.875, -1.869)
H (6.095, -0.553, -0.278)
H (4.403, -0.398, -0.690)
H (3.877, -2.288, 0.618)
H (5.516, -2.090, 1.344)
H (4.459, -4.310, -0.091)
H (6.266, -3.899, -0.257)
H (5.068, -1.325, -2.721)
H (6.565, -1.899, -2.084)
C (-0.050, -0.084, 5.670)
C (-0.824, -0.157, 4.377)
C (0.228, 0.079, 3.237)
O (1.463, 0.530, 3.809)
C (1.194, 0.785, 5.218)
H (0.281, -1.007, 6.142)
H (-0.532, 0.459, 6.556)
H (-1.587, 0.581, 4.369)
H (-1.230, -1.174, 4.208)
H (-0.161, 0.605, 2.356)
H (0.428, -0.950, 2.862)
H (0.971, 1.844, 5.341)
H (2.124, 0.558, 5.807)
C (2.719, 1.900, -3.827)
C (3.055, 2.827, -5.000)
C (1.817, 2.599, -5.819)
O (1.525, 1.222, -5.734)
C (2.073, 0.666, -4.520)
H (1.975, 2.280, -3.107)
H (3.567, 1.604, -3.220)
H (3.962, 2.588, -5.527)
H (3.095, 3.838, -4.676)
H (1.903, 2.745, -6.848)
H (1.025, 3.238, -5.384)
H (2.719, -0.237, -4.647)
H (1.221, 0.261, -3.887)
C (1.084, -3.430, -1.334)
C (1.240, -1.907, -1.075)
C (0.313, -1.845, 0.151)
O (-0.759, -2.740, -0.098)
C (-0.407, -3.509, -1.194)
H (1.595, -3.987, -0.506)
H (1.337, -3.794, -2.344)
H (0.913, -1.355, -1.957)
H (2.326, -1.668, -0.848)
H (-0.128, -0.822, 0.357)
H (0.891, -2.134, 1.092)
H (-0.876, -3.017, -2.027)
H (-0.781, -4.533, -1.061)

Results
Multiplicity: 1
E_LUMO (eV): -1.59
E_HOMO (eV): -9.60
Energy relative to the best compared isomer or geometry (same formula, charge and spin) (kcal/mol): 0.0
Largest force on an atom (eV Å⁻¹): 3.71
HOMO-LUMO gap (Ha): 0.2941
E_tot (eV): -93905.795
Structure (SMILES): O=C1C=CC(=O)C=C1.O=C1C=CC(=O)C=C1.O=C1C=CC(=O)C=C1.O=C1C=CC(=O)C=C1.O=C1C=CC(=O)C=C1.O=C1C=CC(=O)C=C1.C1CCOC1.C1CCOC1.C1CCOC1.C1CCOC1.C1CCOC1

No. 2
C56H66AsCsOP2S | ωB97M-V/def2-TZVPD

Cartesian coordinates (Å):
Cs (1.117, 0.236, 1.138)
C (0.199, -0.233, 4.181)
C (1.550, -0.661, 4.148)
C (2.354, 0.525, 4.073)
C (1.456, 1.624, 4.055)
C (0.133, 1.166, 4.126)
C (-1.134, 1.990, 4.232)
C (-1.880, 1.634, 5.525)
C (-2.054, 1.696, 3.040)
C (-0.816, 3.484, 4.251)
C (3.871, 0.753, 4.029)
C (4.196, 2.245, 4.200)
C (4.505, 0.343, 2.687)
C (4.600, 0.040, 5.178)
C (1.875, -2.154, 4.295)
C (3.039, -2.644, 3.427)
C (2.157, -2.500, 5.767)
C (0.668, -3.008, 3.867)
H (-0.661, -0.881, 4.283)
H (1.746, 2.663, 4.028)
H (-2.158, 0.579, 5.535)
H (-2.791, 2.233, 5.630)
H (-1.241, 1.816, 6.391)
H (-2.250, 0.622, 2.967)
H (-1.592, 2.024, 2.103)
H (-3.014, 2.216, 3.132)
H (-0.213, 3.741, 5.124)
H (-1.738, 4.071, 4.287)
H (-0.260, 3.776, 3.357)
H (3.778, 2.845, 3.390)
H (5.281, 2.384, 4.190)
H (3.810, 2.629, 5.145)
H (4.163, 0.982, 1.866)
H (4.279, -0.686, 2.416)
H (5.595, 0.443, 2.734)
H (4.158, 0.329, 6.133)
H (5.658, 0.322, 5.189)
H (4.552, -1.043, 5.104)
H (3.993, -2.207, 3.704)
H (2.854, -2.416, 2.372)
H (3.139, -3.730, 3.516)
H (3.015, -1.954, 6.153)
H (2.347, -3.572, 5.888)
H (1.293, -2.231, 6.378)
H (0.359, -2.781, 2.841)
H (-0.192, -2.855, 4.518)
H (0.932, -4.068, 3.914)
O (-0.828, 0.450, -0.851)
S (-2.226, 0.192, -0.395)
C (-2.373, -1.550, -0.034)
C (-3.193, -1.768, 1.073)
C (-3.424, -3.044, 1.551)
C (-2.787, -4.108, 0.933)
C (-1.934, -3.879, -0.133)
C (-1.707, -2.605, -0.673)
P (-0.460, -2.820, -2.047)
C (0.068, -1.319, -2.951)
C (1.198, -0.674, -2.445)
C (1.843, 0.314, -3.162)
C (1.383, 0.650, -4.431)
C (0.268, 0.013, -4.950)
C (-0.394, -0.964, -4.213)
C (-1.533, -3.638, -3.283)
C (-0.957, -4.617, -4.087)
C (-1.699, -5.243, -5.080)
C (-3.028, -4.899, -5.272)
C (-3.614, -3.927, -4.471)
C (-2.870, -3.301, -3.483)
C (-3.262, 0.321, -1.865)
C (-4.454, -0.390, -1.893)
C (-5.303, -0.288, -2.982)
C (-4.943, 0.526, -4.043)
C (-3.769, 1.262, -3.990)
C (-2.906, 1.206, -2.893)
P (-1.348, 2.222, -2.878)
C (-1.620, 3.208, -1.355)
C (-0.481, 3.739, -0.751)
C (-0.582, 4.546, 0.372)
C (-1.829, 4.819, 0.918)
C (-2.967, 4.281, 0.340)
C (-2.864, 3.480, -0.790)
C (-1.778, 3.471, -4.164)
C (-1.221, 3.260, -5.425)
C (-1.476, 4.131, -6.475)
C (-2.280, 5.242, -6.270)
C (-2.825, 5.475, -5.014)
C (-2.579, 4.595, -3.970)
H (-3.642, -0.911, 1.564)
H (-4.063, -3.200, 2.410)
H (-2.926, -5.117, 1.297)
H (-1.412, -4.723, -0.570)
H (1.569, -0.968, -1.469)
H (2.713, 0.805, -2.742)
H (1.894, 1.409, -5.010)
H (-0.091, 0.265, -5.940)
H (-1.258, -1.457, -4.640)
H (0.081, -4.891, -3.933)
H (-1.239, -6.003, -5.698)
H (-3.609, -5.389, -6.043)
H (-4.651, -3.653, -4.618)
H (-3.331, -2.538, -2.870)
H (-4.716, -1.043, -1.070)
H (-6.229, -0.849, -3.002)
H (-5.583, 0.607, -4.912)
H (-3.527, 1.913, -4.819)
H (0.494, 3.516, -1.173)
H (0.312, 4.952, 0.830)
H (-1.908, 5.436, 1.803)
H (-3.940, 4.481, 0.771)
H (-3.764, 3.071, -1.237)
H (-0.577, 2.401, -5.579)
H (-1.038, 3.948, -7.448)
H (-2.474, 5.930, -7.082)
H (-3.444, 6.347, -4.846)
H (-3.010, 4.792, -2.997)
C (4.988, -1.470, -2.646)
As (4.442, -1.314, -0.770)
C (6.211, -1.551, 0.032)
C (3.819, -3.163, -0.563)
H (5.658, -2.321, -2.776)
H (5.498, -0.560, -2.962)
H (4.105, -1.604, -3.270)
H (6.714, -2.415, -0.404)
H (6.107, -1.695, 1.107)
H (6.812, -0.658, -0.138)
H (4.537, -3.857, -1.001)
H (2.854, -3.286, -1.058)
H (3.699, -3.395, 0.495)

Results
Multiplicity: 1
E_LUMO (eV): 0.09
E_HOMO (eV): -5.98
Energy relative to the best compared isomer or geometry (same formula, charge and spin) (kcal/mol): 14.3
Largest force on an atom (eV Å⁻¹): 0.65
HOMO-LUMO gap (Ha): 0.2231
E_tot (eV): -151989.403

No. 3
C56H66AuGe2N2O3S4 | ωB97M-V/def2-TZVPD

Cartesian coordinates (Å):
Au (1.599, -1.816, -0.587)
C (0.387, -7.135, -0.836)
N (0.294, -5.859, -1.572)
C (-0.447, -5.860, -2.847)
C (0.844, -4.730, -1.112)
O (0.682, -3.622, -1.649)
C (1.652, -4.798, 0.167)
O (2.587, -3.717, 0.249)
C (3.927, -4.035, -0.157)
C (4.283, -3.385, -1.491)
O (3.470, -2.618, -2.013)
N (5.495, -3.666, -2.003)
C (5.942, -3.000, -3.235)
C (6.501, -4.483, -1.315)
H (-0.451, -7.758, -1.131)
H (0.315, -6.985, 0.238)
H (1.305, -7.678, -1.062)
H (-1.499, -6.088, -2.674)
H (-0.026, -6.618, -3.509)
H (-0.369, -4.889, -3.314)
H (2.166, -5.742, 0.275)
H (0.961, -4.685, 0.992)
H (4.044, -5.111, -0.220)
H (4.605, -3.666, 0.607)
H (5.116, -2.477, -3.693)
H (6.330, -3.748, -3.926)
H (6.736, -2.287, -3.008)
H (6.070, -5.078, -0.513)
H (7.290, -3.859, -0.893)
H (6.955, -5.166, -2.029)
C (3.463, 6.036, -1.532)
C (2.276, 5.236, -2.028)
C (0.997, 5.481, -1.547)
C (-0.099, 4.745, -1.964)
C (-1.459, 5.022, -1.359)
C (0.087, 3.727, -2.918)
C (1.360, 3.493, -3.455)
C (1.626, 2.510, -4.591)
C (2.434, 4.245, -2.984)
C (-1.114, 2.957, -3.404)
C (-1.832, 3.461, -4.492)
C (-2.903, 2.764, -5.034)
C (-3.289, 1.545, -4.490)
C (-2.626, 1.021, -3.387)
C (-1.538, 1.741, -2.834)
Ge (-0.607, 0.992, -1.322)
S (0.954, -0.362, -2.187)
S (-1.633, -0.182, 0.251)
Ge (-0.007, 0.732, 1.430)
S (1.813, -0.565, 1.279)
S (0.337, 2.423, 0.054)
C (-0.520, 1.101, 3.254)
C (-0.849, 2.426, 3.615)
C (-1.392, 2.671, 4.875)
C (-1.600, 1.654, 5.785)
C (-1.238, 0.360, 5.454)
C (-0.694, 0.055, 4.208)
C (-0.291, -1.396, 4.080)
C (-1.205, -2.390, 3.699)
C (-2.605, -2.089, 3.189)
C (-0.851, -3.733, 3.888)
C (0.349, -4.104, 4.471)
C (0.622, -5.546, 4.858)
C (1.264, -3.105, 4.791)
C (0.963, -1.763, 4.619)
C (1.960, -0.709, 5.070)
C (-0.635, 3.656, 2.773)
C (0.617, 4.270, 2.739)
C (1.874, 3.625, 3.312)
C (0.725, 5.545, 2.171)
C (-0.371, 6.213, 1.659)
C (-0.276, 7.658, 1.216)
C (-1.589, 5.544, 1.625)
C (-1.744, 4.278, 2.172)
C (-3.100, 3.598, 2.105)
C (-3.080, -0.293, -2.810)
C (-4.035, -0.318, -1.788)
C (-4.702, 0.942, -1.268)
C (-4.407, -1.549, -1.241)
C (-3.861, -2.738, -1.684)
C (-4.237, -4.057, -1.040)
C (-2.945, -2.696, -2.736)
C (-2.556, -1.500, -3.323)
C (-1.596, -1.518, -4.496)
H (3.147, 6.859, -0.886)
H (4.031, 6.459, -2.364)
H (4.148, 5.403, -0.958)
H (0.851, 6.268, -0.814)
H (-1.399, 5.837, -0.636)
H (-1.842, 4.136, -0.837)
H (-2.197, 5.294, -2.116)
H (0.711, 2.082, -5.006)
H (2.263, 1.691, -4.263)
H (2.150, 3.017, -5.405)
H (3.425, 4.053, -3.396)
H (-1.509, 4.399, -4.936)
H (-3.434, 3.168, -5.891)
H (-4.133, 0.999, -4.908)
H (-1.632, 3.695, 5.139)
H (-2.032, 1.869, 6.760)
H (-1.368, -0.445, 6.177)
H (-2.804, -1.022, 3.112)
H (-3.353, -2.519, 3.861)
H (-2.760, -2.530, 2.201)
H (-1.584, -4.503, 3.640)
H (0.023, -6.247, 4.266)
H (0.358, -5.718, 5.905)
H (1.683, -5.803, 4.751)
H (2.216, -3.379, 5.245)
H (2.872, -1.177, 5.446)
H (1.545, -0.083, 5.862)
H (2.240, -0.031, 4.256)
H (1.654, 2.773, 3.953)
H (2.447, 4.346, 3.901)
H (2.531, 3.276, 2.504)
H (1.699, 6.040, 2.174)
H (0.761, 7.960, 1.049)
H (-0.691, 8.317, 1.985)
H (-0.845, 7.842, 0.300)
H (-2.455, 6.038, 1.184)
H (-3.785, 4.168, 1.471)
H (-3.561, 3.500, 3.092)
H (-3.015, 2.587, 1.691)
H (-4.209, 1.849, -1.612)
H (-4.708, 0.954, -0.176)
H (-5.741, 0.984, -1.606)
H (-5.135, -1.563, -0.429)
H (-5.057, -3.936, -0.330)
H (-3.384, -4.477, -0.494)
H (-4.546, -4.791, -1.789)
H (-2.530, -3.628, -3.120)
H (-1.215, -2.527, -4.667)
H (-0.740, -0.859, -4.336)
H (-2.084, -1.177, -5.413)

Results
Multiplicity: 1
E_LUMO (eV): -4.31
E_HOMO (eV): -9.95
Energy relative to the best compared isomer or geometry (same formula, charge and spin) (kcal/mol): 2.6
Largest force on an atom (eV Å⁻¹): 0.85
HOMO-LUMO gap (Ha): 0.2072
E_tot (eV): -228331.517
Total charge: +1